Record 1
A molecular structure, C43H65AsGeMnN2OPSeSi2 in a non-equilibrium geometry, computed with ωB97M-V/def2-TZVPD.

Each line ends with the Mulliken spin population.
Cartesian coordinates (Å):
1 Mn 0.03 -0.73 -0.28  2.9554
2 C -5.04 0.30 1.89  -0.0020
3 C -4.46 -1.10 1.89  -0.0047
4 C -5.20 -2.10 2.54  0.0002
5 C -4.75 -3.41 2.62  -0.0006
6 C -3.52 -3.76 2.07  0.0034
7 C -2.77 -2.78 1.44  0.0079
8 C -3.23 -1.46 1.33  -0.0314
9 P -2.17 -0.34 0.36  -0.1299
10 C -2.11 1.28 1.21  -0.0019
11 C -2.31 2.42 0.42  -0.0129
12 C -2.29 3.69 0.98  0.0043
13 C -2.05 3.83 2.33  -0.0046
14 C -1.82 2.71 3.12  0.0051
15 C -1.83 1.42 2.58  -0.0169
16 C -1.56 0.27 3.53  -0.0190
17 C -3.04 -0.09 -1.21  -0.0284
18 C -4.41 -0.17 -1.42  0.0024
19 C -4.91 -0.11 -2.72  -0.0070
20 C -4.03 0.01 -3.79  0.0032
21 C -2.66 0.07 -3.57  -0.0137
22 C -2.15 0.03 -2.28  0.0258
23 C -0.68 0.11 -1.98  -0.1753
24 H -6.11 0.26 1.68  -0.0002
25 H -4.58 0.97 1.18  0.0003
26 H -4.93 0.75 2.88  0.0001
27 H -6.15 -1.83 2.97  -0.0001
28 H -5.35 -4.16 3.12  0.0000
29 H -3.15 -4.78 2.13  -0.0002
30 H -1.82 -3.04 1.01  0.0098
31 H -2.53 2.31 -0.64  0.0006
32 H -2.48 4.55 0.35  -0.0002
33 H -2.04 4.82 2.79  -0.0001
34 H -1.62 2.84 4.18  0.0001
35 H -0.96 0.62 4.37  0.0000
36 H -1.02 -0.54 3.05  0.0998
37 H -2.48 -0.14 3.93  0.0004
38 H -5.10 -0.31 -0.60  -0.0004
39 H -5.97 -0.18 -2.89  -0.0003
40 H -4.41 0.04 -4.80  -0.0001
41 H -1.98 0.16 -4.41  0.0011
42 H -0.43 1.13 -1.64  0.0305
43 H -0.07 -0.07 -2.86  -0.0108
44 C -0.33 -5.12 -2.23  0.0335
45 C -1.48 -4.36 -2.07  -0.0252
46 C -1.41 -3.09 -1.51  0.0494
47 C -0.19 -2.58 -1.08  -0.2896
48 C 0.96 -3.35 -1.23  0.0144
49 C 0.89 -4.61 -1.81  -0.0152
50 H -0.38 -6.11 -2.68  0.0008
51 H -2.44 -4.75 -2.39  -0.0011
52 H -2.32 -2.52 -1.42  -0.0119
53 H 1.91 -2.98 -0.87  -0.0064
54 H 1.80 -5.19 -1.92  -0.0001
55 C -1.37 4.26 -3.05  0.0021
56 Ge 0.14 5.35 -2.50  0.0001
57 C 1.56 5.24 -3.83  0.0002
58 C -0.41 7.20 -2.22  0.0000
59 C 0.87 4.68 -0.82  0.0009
60 Se 1.46 2.83 -1.02  0.0054
61 C 3.38 3.11 -0.82  0.0002
62 H -1.68 4.57 -4.06  0.0000
63 H -2.22 4.40 -2.38  -0.0001
64 H -1.10 3.20 -3.08  -0.0028
65 H 1.20 5.61 -4.79  0.0000
66 H 1.87 4.20 -3.96  0.0000
67 H 2.42 5.83 -3.53  0.0000
68 H -0.87 7.60 -3.13  0.0000
69 H 0.44 7.82 -1.96  0.0000
70 H -1.14 7.26 -1.41  0.0000
71 H 0.15 4.70 -0.01  -0.0004
72 H 1.73 5.28 -0.52  0.0000
73 H 3.79 3.60 -1.70  0.0000
74 H 3.83 2.13 -0.70  -0.0002
75 H 3.58 3.70 0.07  -0.0001
76 N 1.78 -0.41 -1.02  -0.0658
77 C 2.72 -0.42 -1.70  0.0199
78 N 3.78 -0.43 -2.45  0.0037
79 C 3.83 0.29 -3.74  -0.0041
80 C 4.47 -0.62 -4.76  -0.0002
81 O 5.73 -1.08 -4.30  -0.0002
82 C 5.62 -1.85 -3.12  0.0007
83 C 5.05 -1.02 -1.99  -0.0045
84 H 4.42 1.20 -3.62  -0.0005
85 H 2.82 0.56 -4.03  0.0015
86 H 4.64 -0.07 -5.68  0.0001
87 H 3.82 -1.47 -4.96  -0.0001
88 H 6.61 -2.20 -2.86  0.0000
89 H 4.97 -2.72 -3.30  -0.0001
90 H 5.74 -0.22 -1.73  0.0006
91 H 4.86 -1.63 -1.11  0.0005
92 C 0.05 -4.87 2.01  0.0040
93 Si 0.73 -3.51 3.07  -0.0298
94 C 2.46 -3.91 3.58  0.0197
95 C -0.38 -3.16 4.51  0.0217
96 As 0.87 -1.56 1.75  0.5507
97 Si 2.25 -0.07 2.96  -0.0014
98 C 3.99 -0.50 2.46  0.0458
99 C 2.03 -0.24 4.81  0.0135
100 C 1.88 1.69 2.45  0.0006
101 H -0.31 -5.70 2.63  0.0001
102 H 0.83 -5.25 1.34  0.0027
103 H -0.78 -4.53 1.38  -0.0072
104 H 2.48 -4.87 4.12  0.0006
105 H 2.89 -3.15 4.23  0.0011
106 H 3.09 -4.01 2.69  0.0018
107 H -0.29 -3.96 5.25  0.0029
108 H -1.42 -3.10 4.18  -0.0045
109 H -0.12 -2.21 4.99  -0.0007
110 H 4.23 -1.53 2.72  0.0019
111 H 4.71 0.17 2.95  0.0030
112 H 4.09 -0.38 1.38  -0.0210
113 H 1.65 -1.22 5.10  -0.0042
114 H 1.34 0.52 5.18  0.0004
115 H 2.99 -0.10 5.31  0.0007
116 H 2.72 2.11 1.89  0.0019
117 H 1.71 2.31 3.34  -0.0017
118 H 0.99 1.77 1.82  0.0020

Largest force on an atom (eV/A): 1.2
Spin multiplicity: 4
⟨S²⟩: 3.97
E_LUMO (alpha / beta) (eV): -3.147 / -3.208
HOMO (alpha / beta) (eV): -9.794 / -9.877
HOMO-LUMO gap (alpha / beta) (eV): 6.6 / 6.7
Energy (Ha): -10647.512204
Total charge: +1

Record 2
A molecular structure, C2H6N2O2 in a non-equilibrium geometry, computed with ωB97M-V/def2-TZVPD.

Each line ends with the natural charge from an NBO analysis.
Cartesian coordinates (Å):
1 C -1.66 0.16 -0.21  -0.2139
2 C 1.72 -0.47 0.34  -0.2643
3 N -0.90 -0.93 0.16  -0.2988
4 O 0.66 -0.64 -0.57  -0.4609
5 N -0.44 1.42 -0.45  0.2162
6 O -0.40 1.87 -1.54  -0.2433
7 H -0.61 -0.85 1.13  0.3400
8 H -2.14 0.06 -1.18  0.1824
9 H -2.28 0.63 0.56  0.2062
10 H 1.46 -0.73 1.38  0.1693
11 H 2.55 -1.10 0.03  0.1880
12 H 2.06 0.58 0.34  0.1790

Largest force on an atom (eV/A): 3.0
Spin multiplicity: 1
ΔE to the lowest compared entry with this formula, charge and spin (kJ/mol): 679.4
E_LUMO (eV): 0.105
HOMO (eV): -8.427
HOMO-LUMO gap (eV): 8.5
Energy (Ha): -339.573868

Record 3
C3H5N in the gas phase in a non-equilibrium geometry, computed with ωB97M-V/def2-TZVPD.

Each line ends with the natural charge from an NBO analysis.
Cartesian coordinates (Å):
1 C -1.90 -0.26 -0.04  -0.2431
2 C -0.82 0.27 -0.03  -0.0179
3 C 0.61 0.66 0.07  -0.3044
4 N 1.44 -0.60 -0.15  -0.8000
5 H -2.83 -0.78 0.18  0.2436
6 H 0.99 1.09 0.99  0.2091
7 H 0.72 1.38 -0.78  0.2196
8 H 1.26 -1.10 0.73  0.3444
9 H 2.43 -0.38 -0.07  0.3488

Largest force on an atom (eV/A): 2.1
Spin multiplicity: 1
ΔE to the lowest compared entry with this formula, charge and spin (kJ/mol): 217.1
E_LUMO (eV): 1.002
HOMO (eV): -9.831
HOMO-LUMO gap (eV): 10.8
Energy (Ha): -171.972385
SMILES: C#CCN

Record 4
A molecular structure, C38H35O2P2Tm in a non-equilibrium geometry, computed with ωB97M-V/def2-TZVPD.

Each line ends with the Mulliken spin population.
Cartesian coordinates (Å):
1 C -2.15 2.67 -0.35  0.0043
2 C -1.20 2.51 0.67  -0.0013
3 C -0.35 3.56 1.03  0.0032
4 C -0.35 4.73 0.24  0.0009
5 C -1.25 4.87 -0.81  -0.0021
6 C -2.16 3.83 -1.11  0.0018
7 P -1.25 1.08 1.69  0.0102
8 C -0.03 1.03 2.99  -0.0254
9 C 1.31 1.42 2.72  0.0332
10 C 2.32 1.06 3.65  -0.0114
11 C 1.95 0.48 4.87  0.0349
12 C 0.59 0.21 5.18  -0.0020
13 C -0.40 0.47 4.25  0.0411
14 Tm 1.03 -0.02 0.85  2.1232
15 P 1.01 -1.24 -1.78  -0.0030
16 C 1.92 0.33 -1.72  0.0595
17 C 1.37 1.48 -2.29  -0.0833
18 C 1.79 2.73 -1.91  0.0253
19 C 2.82 2.89 -1.02  -0.0965
20 C 3.30 1.71 -0.31  0.0295
21 C 3.08 0.43 -0.94  -0.1295
22 C 2.00 -2.47 -2.66  0.0080
23 C 1.64 -3.84 -2.61  0.0004
24 C 2.45 -4.82 -3.19  -0.0003
25 C 3.64 -4.44 -3.85  0.0001
26 C 4.01 -3.08 -3.93  -0.0006
27 C 3.19 -2.11 -3.33  -0.0004
28 C -0.56 -1.01 -2.67  -0.0035
29 C -1.77 -1.00 -1.92  0.0110
30 C -2.97 -0.71 -2.57  0.0064
31 C -3.00 -0.50 -3.95  0.0006
32 C -1.81 -0.57 -4.70  -0.0002
33 C -0.60 -0.83 -4.06  0.0005
34 C -2.82 0.45 2.20  0.0073
35 C -3.82 1.40 2.43  0.0030
36 C -5.09 0.96 2.82  0.0006
37 C -5.34 -0.42 2.92  0.0001
38 C -4.35 -1.37 2.64  0.0009
39 C -3.08 -0.93 2.28  0.0076
40 H 0.71 -4.12 -2.12  0.0001
41 H 2.16 -5.89 -3.15  0.0000
42 H 4.27 -5.20 -4.30  0.0000
43 H 4.93 -2.79 -4.45  0.0000
44 H 3.47 -1.06 -3.40  0.0014
45 H 0.59 1.40 -3.05  -0.0034
46 H 1.30 3.62 -2.29  0.0004
47 H 3.09 3.86 -0.58  0.0001
48 H 4.28 1.81 0.22  -0.0038
49 H 3.63 -0.44 -0.62  0.0052
50 H -1.76 -1.26 -0.86  -0.0122
51 H -3.89 -0.68 -1.98  0.0002
52 H -3.95 -0.32 -4.45  0.0000
53 H -1.84 -0.43 -5.78  0.0000
54 H 0.32 -0.92 -4.64  0.0001
55 H -3.58 2.46 2.30  0.0002
56 H -5.87 1.70 3.05  0.0000
57 H -6.32 -0.77 3.23  0.0000
58 H -4.54 -2.46 2.72  0.0001
59 H -2.28 -1.64 2.03  0.0008
60 H 1.53 2.07 1.75  -0.0044
61 H 3.36 1.28 3.44  -0.0017
62 H 2.73 0.20 5.60  0.0018
63 H 0.33 -0.22 6.16  0.0011
64 H -1.46 0.31 4.47  0.0070
65 H 0.25 3.52 1.92  -0.0019
66 H 0.33 5.56 0.52  0.0000
67 H -1.25 5.80 -1.41  0.0000
68 H -2.94 4.00 -1.87  0.0002
69 H -2.93 1.91 -0.51  -0.0012
70 H 2.63 1.55 0.99  -0.0807
71 H -0.95 -0.21 0.98  0.0338
72 C 1.35 -4.00 2.31  -0.0004
73 C 1.20 -2.60 1.72  0.0035
74 O 0.05 -2.14 1.38  -0.0027
75 O 2.21 -1.79 1.54  0.0023
76 H 0.88 -3.97 3.29  0.0002
77 H 2.30 -4.57 2.36  0.0000
78 H 0.63 -4.56 1.72  0.0001

Largest force on an atom (eV/A): 5.6
Spin multiplicity: 3
⟨S²⟩: 2.14
E_LUMO (alpha / beta) (eV): -7.068 / -6.913
HOMO (alpha / beta) (eV): -11.605 / -12.079
HOMO-LUMO gap (alpha / beta) (eV): 4.5 / 5.2
Energy (Ha): -3386.784566
Total charge: +2

Record 5
C6H9N in the gas phase in a non-equilibrium geometry, computed with ωB97M-V/def2-TZVPD.

Each line ends with the natural charge from an NBO analysis.
Cartesian coordinates (Å):
1 C -1.45 -0.82 1.41  -0.2639
2 C -1.06 -0.49 0.00  -0.0814
3 N -1.00 0.53 1.23  -0.3516
4 C 0.49 0.44 1.13  -0.2300
5 C 0.35 -0.06 -0.28  -0.0927
6 C 1.33 -0.42 -1.33  -0.4225
7 C 0.61 0.91 -1.39  -0.4072
8 H -0.90 -1.51 2.04  0.1867
9 H -2.52 -0.80 1.62  0.2164
10 H -1.72 -0.57 -0.88  0.2046
11 H 0.93 -0.31 1.80  0.1817
12 H 0.99 1.40 1.26  0.2021
13 H 1.06 -1.16 -2.07  0.2187
14 H 2.38 -0.42 -1.04  0.2174
15 H 1.16 1.82 -1.13  0.2100
16 H -0.13 1.06 -2.17  0.2115

Largest force on an atom (eV/A): 1.1
Spin multiplicity: 1
ΔE to the lowest compared entry with this formula, charge and spin (kJ/mol): 358.2
E_LUMO (eV): 1.089
HOMO (eV): -8.708
HOMO-LUMO gap (eV): 9.8
Energy (Ha): -288.645612
SMILES: C1[C@H]2N1CC21CC1

Record 6
A gas-phase ion, C5H10NO (charge +1) in a non-equilibrium geometry, computed with ωB97M-V/def2-TZVPD.

Each line ends with the natural charge from an NBO analysis.
Cartesian coordinates (Å):
1 C -1.39 0.41 -0.91  -0.7639
2 C -1.01 -0.42 0.28  0.5221
3 N -1.62 -1.52 0.60  -0.6418
4 C 0.08 0.10 1.21  -0.5088
5 C 1.30 0.80 0.70  -0.3342
6 C 2.04 0.50 -0.35  0.1903
7 O 1.57 -0.27 -1.39  -0.7075
8 H -2.17 0.07 -1.58  0.2626
9 H -0.51 0.59 -1.71  0.3299
10 H -1.43 1.50 -0.71  0.2936
11 H -2.44 -1.98 0.15  0.4461
12 H -1.32 -1.99 1.41  0.4196
13 H 0.47 -0.73 1.93  0.2598
14 H -0.64 0.84 1.81  0.2881
15 H 1.88 1.34 1.36  0.2421
16 H 2.95 0.94 -0.61  0.1925
17 H 2.23 -0.19 -2.18  0.5096

Largest force on an atom (eV/A): 3.3
Spin multiplicity: 1
ΔE to the lowest compared entry with this formula, charge and spin (kJ/mol): 193.3
E_LUMO (eV): -4.274
HOMO (eV): -13.015
HOMO-LUMO gap (eV): 8.7
Energy (Ha): -326.208199
SMILES: CC(=[NH2+])C/C=C\O
Total charge: +1

Record 7
2 unconnected molecules or ions with the total composition C8H16Cl2IN4OP in a non-equilibrium geometry, computed with ωB97M-V/def2-TZVPD.

Each line ends with the natural charge from an NBO analysis.
Cartesian coordinates (Å):
1 C 0.85 -3.45 1.06  -0.6409
2 C 1.26 -3.35 -0.52  -0.7029
3 P 1.08 -1.62 -1.30  0.7525
4 C 2.66 -0.61 -0.93  -0.7093
5 C 2.62 0.26 0.46  -0.6504
6 C -0.49 -0.84 -0.54  0.1745
7 N -0.71 0.11 0.62  -0.3794
8 C -2.25 0.17 0.57  0.5834
9 N -3.00 0.89 1.45  -0.6043
10 Cl -4.70 1.04 1.60  0.2326
11 N -2.81 -0.64 -0.55  -0.4431
12 I -4.64 -1.06 -1.32  0.4776
13 N -1.76 -1.28 -1.23  -0.2983
14 Cl -1.89 -2.36 -2.58  0.2895
15 H 0.59 -4.60 1.27  0.2175
16 H -0.11 -2.85 1.37  0.2125
17 H 1.70 -3.15 1.81  0.2330
18 H 2.40 -3.70 -0.59  0.2632
19 H 0.59 -4.09 -1.15  0.2402
20 H 3.61 -1.33 -0.85  0.2443
21 H 2.89 0.14 -1.82  0.2616
22 H 3.70 0.65 0.77  0.2330
23 H 1.89 1.17 0.27  0.2964
24 H 2.15 -0.44 1.29  0.1901
25 H -2.43 1.41 2.19  0.4742
26 C -0.94 3.19 -0.21  -0.6222
27 C 0.19 4.23 -0.12  -0.0041
28 O 1.22 3.64 0.46  -0.9312
29 H -1.25 2.84 0.79  0.1435
30 H -1.82 3.63 -0.69  0.1580
31 H -0.64 2.31 -0.80  0.1634
32 H -0.26 5.11 0.37  0.0717
33 H 0.32 4.60 -1.15  0.0736

Largest force on an atom (eV/A): 8.2
Spin multiplicity: 1
E_LUMO (eV): -2.379
HOMO (eV): -4.819
HOMO-LUMO gap (eV): 2.4
Energy (Ha): -2167.639719

Record 8
2 unconnected molecules or ions with the total composition CH5NO3P in a non-equilibrium geometry, computed with ωB97M-V/def2-TZVPD.

Each line ends with the natural charge from an NBO analysis.
Cartesian coordinates (Å):
1 C 1.10 1.89 0.23  -0.8708
2 N -3.95 -1.35 -0.84  -0.7813
3 O -4.36 0.17 1.27  -1.1466
4 O -4.58 -2.32 -0.12  -0.6068
5 O -3.20 1.12 -0.93  -1.1087
6 P -3.85 0.07 -0.13  2.1968
7 H 0.22 2.41 0.70  0.2262
8 H 2.00 1.91 0.79  0.1940
9 H 0.79 0.88 0.29  0.2339
10 H -4.80 -1.98 0.74  0.4473
11 H 1.49 2.47 -0.56  0.2159

Largest force on an atom (eV/A): 3.1
Spin multiplicity: 1
ΔE to the lowest compared entry with this formula, charge and spin (kJ/mol): 204.2
E_LUMO (eV): 3.607
HOMO (eV): -3.396
HOMO-LUMO gap (eV): 7.0
Energy (Ha): -662.960939
Total charge: -1